[1]
Here is the molecule C4H12N2O in a non-equilibrium geometry from OMol25. Energies are from ωB97M-V with the def2-TZVPD basis set.

Output
- LUMO (eV) = 0.97
- multiplicity = 1
- gap between HOMO and LUMO (eV) = 9.2
- ΔE to the lowest compared entry with this formula, charge and spin (kJ/mol) = 214.8
- net charge = 0
- strongest force on any atom (eV/Å) = 2.24

Geometry (Å):
N1 -0.149 2.004 2.602
C1 -0.779 1.550 1.352
N2 -0.090 0.406 0.787
C2 -0.596 -0.056 -0.505
C3 0.480 -0.277 -1.554
C4 1.195 -1.647 -1.280
O1 0.322 -2.766 -1.341
H1 -0.355 1.310 3.313
H2 -0.728 2.779 2.915
H3 -0.768 2.289 0.560
H4 -1.860 1.442 1.569
H5 0.239 -0.187 1.530
H6 -1.201 0.783 -0.856
H7 -1.010 -1.053 -0.325
H8 1.295 0.453 -1.620
H9 0.101 -0.388 -2.570
H10 1.672 -1.746 -0.309
H11 1.938 -1.687 -2.075
H12 0.295 -3.209 -2.192

Charge distribution, natural (NBO) scheme, values in e: -0.8182 -0.0289 -0.6613 -0.2351 -0.4222 -0.0591 -0.7461 0.3412 0.3507 0.1637 0.1164 0.3703 0.1972 0.2119 0.2120 0.1973 0.1752 0.1604 0.4747


[2]
Here is the molecule C6H7ClN2O3 in a non-equilibrium geometry from OMol25. Energies are from ωB97M-V with the def2-TZVPD basis set.

Output
- LUMO (spin up / spin down) (eV) = -0.91 / -0.91
- multiplicity = 1
- gap between HOMO and LUMO (spin up / spin down) (eV) = 8.0 / 8.0
- ΔE to the lowest compared entry with this formula, charge and spin (kJ/mol) = 456.5
- net charge = 0
- strongest force on any atom (eV/Å) = 3.94

Geometry (Å):
C1 -1.953 -0.410 0.565
C2 1.178 -0.538 1.293
C3 -1.266 -1.544 1.175
C4 0.043 0.121 -0.898
C5 0.642 -0.939 0.045
C6 0.643 2.291 -1.735
N1 0.423 -1.064 2.531
N2 -0.650 -1.548 2.357
O1 -3.089 -0.084 0.870
O2 -1.403 0.304 -0.466
O3 0.738 1.321 -0.688
Cl1 1.130 -2.469 -0.634
H1 2.180 -1.022 1.503
H2 1.245 0.570 1.254
H3 -1.849 -2.517 1.024
H4 0.031 -0.252 -1.959
H5 -0.380 2.526 -2.111
H6 1.226 1.952 -2.706
H7 1.109 3.302 -1.419

Charge distribution, natural (NBO) scheme, values in e: 0.7269 -0.4541 -0.1495 0.3255 -0.0664 -0.2717 -0.0213 -0.0916 -0.5279 -0.5127 -0.5337 0.0116 0.2364 0.2848 0.2560 0.2011 0.1967 0.1762 0.2138


[3]
Here is a structure of composition C40H37GeNO2S4SbTi in a non-equilibrium geometry from OMol25. Energies are from ωB97M-V with the def2-TZVPD basis set.

Output
- LUMO (spin up / spin down) (eV) = 3.77 / 3.77
- multiplicity = 2
- gap between HOMO and LUMO (spin up / spin down) (eV) = 5.4 / 5.4
- ΔE to the lowest compared entry with this formula, charge and spin (kJ/mol) = 72.1
- net charge = -2
- strongest force on any atom (eV/Å) = 1.59
- ⟨S²⟩ = 0.762

Geometry (Å):
Ti1 0.065 0.250 0.673
C1 2.952 3.075 2.067
C2 1.480 2.778 2.054
C3 0.564 3.749 1.714
C4 -0.814 3.539 1.901
C5 -1.270 2.360 2.435
C6 -0.365 1.311 2.715
C7 1.013 1.515 2.493
H1 3.206 3.873 1.369
H2 3.540 2.202 1.795
H3 3.249 3.385 3.073
H4 0.917 4.699 1.331
H5 -1.514 4.326 1.645
H6 -2.321 2.220 2.656
H7 -0.702 0.456 3.285
H8 1.725 0.794 2.877
S1 0.061 -5.860 -1.941
Sb1 -1.659 -4.368 -1.979
S2 -0.304 -1.917 -0.208
S3 0.202 -1.826 1.821
S4 -3.509 -5.224 -0.930
C8 -5.523 -2.609 3.595
C9 -5.300 -1.264 2.960
C10 -6.051 -0.169 3.370
C11 -5.851 1.079 2.800
C12 -4.907 1.223 1.800
C13 -4.137 0.136 1.384
N1 -3.140 0.363 0.399
C14 -3.262 -0.123 -0.918
C15 -4.186 -1.112 -1.247
C16 -4.272 -1.598 -2.541
C17 -3.477 -1.076 -3.548
C18 -2.584 -0.065 -3.241
C19 -2.450 0.405 -1.940
C20 -1.426 1.475 -1.714
O1 -1.227 2.362 -2.518
O2 -0.747 1.365 -0.593
C21 -4.315 -1.124 1.971
C22 -3.473 -2.302 1.585
H9 -6.353 -2.573 4.302
H10 -4.630 -2.946 4.128
H11 -5.736 -3.370 2.842
H12 -6.798 -0.299 4.147
H13 -6.442 1.930 3.118
H14 -4.762 2.182 1.314
H15 -2.800 1.312 0.420
H16 -4.819 -1.537 -0.483
H17 -4.949 -2.419 -2.743
H18 -3.531 -1.473 -4.554
H19 -1.941 0.362 -3.999
H20 -2.997 -2.739 2.465
H21 -2.680 -2.032 0.892
H22 -4.058 -3.092 1.105
C23 5.561 -2.770 1.672
C24 5.115 -1.582 2.237
C25 4.201 -0.794 1.555
C26 3.715 -1.145 0.294
C27 4.186 -2.334 -0.259
C28 5.091 -3.142 0.421
Ge1 2.361 0.023 -0.583
C29 2.204 -0.656 -2.452
C30 1.882 -1.990 -2.720
C31 1.687 -2.448 -4.016
C32 1.797 -1.571 -5.087
C33 2.113 -0.241 -4.846
C34 2.317 0.205 -3.545
C35 3.391 1.712 -0.894
C36 4.778 1.824 -0.794
C37 5.426 3.031 -1.030
C38 4.696 4.157 -1.388
C39 3.315 4.065 -1.505
C40 2.675 2.858 -1.252
H23 6.259 -3.405 2.207
H24 5.468 -1.279 3.217
H25 3.857 0.122 2.024
H26 3.840 -2.650 -1.236
H27 5.418 -4.073 -0.028
H28 1.747 -2.700 -1.912
H29 1.428 -3.491 -4.165
H30 1.628 -1.919 -6.100
H31 2.194 0.458 -5.671
H32 2.564 1.249 -3.390
H33 5.363 0.952 -0.517
H34 6.506 3.091 -0.940
H35 5.201 5.098 -1.580
H36 2.733 4.936 -1.789
H37 1.592 2.806 -1.332

Charge distribution, Löwdin scheme, values in e: 0.2956 -0.0373 -0.2759 -0.0472 -0.0804 -0.1071 -0.2144 -0.1639 0.0728 0.0534 0.0869 0.1114 0.1029 0.0970 0.0860 0.1026 -0.4378 0.1200 -0.0147 0.0412 -0.4242 -0.0512 -0.2292 -0.0735 -0.1060 -0.0459 -0.2074 0.0888 -0.1989 -0.0243 -0.1063 -0.1077 -0.0236 -0.0945 -0.5424 0.0782 -0.2125 -0.1574 -0.0692 0.0667 0.0823 0.0859 0.0961 0.0905 0.1100 0.1021 0.1056 0.0976 0.0954 0.1177 0.0834 -0.0036 0.0436 -0.1207 -0.1096 -0.1362 -0.3023 -0.0893 -0.0961 0.9381 -0.2941 -0.1675 -0.0917 -0.1167 -0.1153 -0.1135 -0.3221 -0.1108 -0.1097 -0.1253 -0.1093 -0.1406 0.0862 0.0891 0.0704 0.0843 0.0949 0.0502 0.0870 0.0867 0.0866 0.0822 0.0946 0.0885 0.0851 0.0949 0.0949


[4]
Here is a cluster of 2 separate species, C3H10N2O2 in total in a non-equilibrium geometry from OMol25. Energies are from ωB97M-V with the def2-TZVPD basis set.

Output
- LUMO (eV) = 0.70
- multiplicity = 1
- gap between HOMO and LUMO (eV) = 9.6
- ΔE to the lowest compared entry with this formula, charge and spin (kJ/mol) = 123.3
- net charge = 0
- strongest force on any atom (eV/Å) = 2.79

Geometry (Å):
C1 -1.552 -1.231 -1.352
C2 -0.618 -0.117 -1.093
O1 0.057 0.464 -1.942
N1 -0.733 0.508 0.118
C3 -0.104 1.788 0.287
N2 -1.027 2.820 -0.207
H1 -0.958 -2.101 -1.608
H2 -2.161 -1.547 -0.504
H3 -2.307 -0.971 -2.160
H4 -1.166 0.132 0.938
H5 0.181 1.977 1.338
H6 0.732 1.969 -0.380
H7 -1.076 2.912 -1.208
H8 -0.956 3.708 0.261
O2 3.298 -3.489 3.300
H9 2.964 -4.388 3.385
H10 3.526 -3.446 2.365

Charge distribution, natural (NBO) scheme, values in e: -0.7074 0.6659 -0.6356 -0.6192 -0.0727 -0.8773 0.2371 0.2161 0.2515 0.3972 0.1890 0.2173 0.3740 0.3642 -0.9316 0.4653 0.4663


[5]
Here is a structure of composition C37H64AlB2BeBrCl4F6N4O16S4 in a non-equilibrium geometry from OMol25. Energies are from ωB97M-V with the def2-TZVPD basis set.

Output
- LUMO (eV) = -10.04
- multiplicity = 1
- gap between HOMO and LUMO (eV) = 1.0
- net charge = +2
- strongest force on any atom (eV/Å) = 5.36

Geometry (Å):
C1 -4.899 -6.717 -1.196
C2 -3.694 -7.112 -0.375
C3 -3.663 -6.420 0.979
C4 -3.609 -4.886 0.856
O1 -2.653 -4.462 -0.053
C5 -1.422 -3.987 0.523
O2 -0.765 -3.098 -0.346
C6 -0.647 -1.755 0.047
S1 0.259 -1.516 1.658
C7 -0.322 0.062 2.336
C8 0.300 1.317 1.754
O3 -0.061 1.829 0.768
O4 1.295 1.895 2.473
C9 2.552 1.234 2.302
C10 3.632 2.250 1.965
C11 3.073 3.557 1.464
O5 4.576 1.575 1.104
C12 4.986 2.291 0.030
O6 4.473 2.183 -1.019
C13 6.137 3.236 0.210
S2 7.692 2.300 0.223
C14 -2.037 -1.118 0.105
C15 -2.990 -1.593 -0.973
F1 -1.970 0.232 0.017
C16 0.324 -1.081 -0.993
N1 -0.349 -0.618 -2.171
C17 0.272 0.477 -2.902
C18 -0.884 1.402 -3.182
C19 -1.593 1.093 -4.570
C20 -1.483 -0.368 -4.931
O7 -0.736 -0.671 -5.793
O8 -2.095 -1.356 -4.273
C21 -2.233 -2.485 -5.128
C22 -0.837 -3.196 -5.159
B1 1.510 -2.107 -1.492
O9 1.221 -3.012 -2.490
N2 2.861 -2.134 -0.988
C23 3.011 -2.918 0.233
C24 3.500 -0.826 -0.920
B2 -0.442 -5.200 0.509
N3 -0.188 -5.532 -0.848
O10 0.114 -5.816 1.549
H1 -4.975 -5.657 -1.337
H2 -4.884 -7.165 -2.171
H3 -5.779 -7.083 -0.692
H4 -2.763 -6.887 -0.856
H5 -3.707 -8.181 -0.202
H6 -2.790 -6.770 1.532
H7 -4.539 -6.699 1.608
H8 -4.567 -4.582 0.474
H9 -3.533 -4.449 1.844
H10 -1.576 -3.617 1.531
H11 -1.388 0.148 2.267
H12 -0.099 0.053 3.387
H13 2.487 0.455 1.560
H14 2.802 0.740 3.228
H15 4.173 2.482 2.867
H16 2.337 3.878 2.177
H17 3.801 4.342 1.448
H18 2.537 3.499 0.534
H19 6.021 3.745 1.150
H20 6.113 3.920 -0.607
H21 8.262 2.706 -0.910
H22 -2.505 -1.329 1.056
H23 -2.485 -2.059 -1.787
H24 -3.739 -2.248 -0.566
H25 -3.489 -0.732 -1.372
H26 0.721 -0.237 -0.468
H27 -0.519 -1.381 -2.774
H28 1.010 0.995 -2.311
H29 0.787 0.194 -3.807
H30 -0.569 2.417 -3.120
H31 -1.557 1.218 -2.363
H32 -1.141 1.616 -5.387
H33 -2.619 1.409 -4.479
H34 -2.513 -2.241 -6.134
H35 -2.999 -3.139 -4.762
H36 -0.262 -2.726 -4.403
H37 -0.354 -3.041 -6.107
H38 -0.939 -4.276 -4.957
H39 1.714 -2.802 -3.293
H40 2.173 -3.588 0.356
H41 3.911 -3.508 0.227
H42 2.995 -2.245 1.076
H43 4.383 -0.923 -0.318
H44 2.901 -0.053 -0.452
H45 3.805 -0.478 -1.888
H46 0.463 -6.307 -0.966
H47 -1.059 -5.732 -1.324
H48 -0.277 -5.549 2.379
C25 1.477 5.213 -2.961
Cl1 0.476 4.835 -4.359
Cl2 1.207 3.920 -1.782
Cl3 3.178 5.252 -3.412
Cl4 1.012 6.767 -2.279
F2 1.328 -5.853 -2.396
C26 8.082 -1.691 0.708
C27 9.301 -0.981 0.381
N4 10.251 -0.416 0.124
H49 8.023 -1.845 1.783
H50 7.223 -1.108 0.382
H51 8.073 -2.657 0.208
O11 1.206 6.044 3.264
S3 0.024 5.906 4.050
O12 -1.136 6.690 3.784
O13 0.404 6.046 5.578
C28 1.121 7.239 5.993
C29 0.222 8.455 6.076
C30 -0.443 4.213 4.102
H52 1.966 7.416 5.327
H53 1.526 7.014 6.976
H54 -0.136 8.751 5.091
H55 0.765 9.296 6.504
H56 -0.652 8.246 6.691
H57 0.433 3.617 4.339
H58 -0.825 3.948 3.118
H59 -1.216 4.086 4.851
Be1 1.065 -4.618 -4.348
F3 -2.242 2.762 6.469
C31 -3.542 2.661 6.269
C32 -4.089 1.439 5.988
C33 -5.460 1.357 5.789
C34 -6.270 2.536 5.869
C35 -5.674 3.771 6.153
C36 -4.325 3.841 6.359
H60 -3.457 0.565 5.930
H61 -5.918 0.400 5.598
H62 -7.334 2.478 5.718
H63 -6.277 4.664 6.213
H64 -3.844 4.782 6.591
C37 -0.085 0.024 -8.732
F4 -1.197 -0.575 -8.287
F5 0.929 -0.385 -7.965
F6 0.140 -0.406 -9.965
S4 -0.256 1.849 -8.687
O14 -0.495 2.148 -7.292
O15 -1.377 2.128 -9.544
O16 0.999 2.344 -9.184
Al1 -4.809 -8.054 2.828
Br1 -7.355 0.808 3.896

Results of the Löwdin charge analysis, in e, for atoms 1 through 99: -0.0623 -0.2281 -0.2784 -0.2058 -0.0636 -0.2535 -0.0470 -0.5356 1.0653 -0.3234 -0.5512 0.1725 -0.0444 -0.0888 -0.2778 -0.0038 -0.0056 -0.6209 0.1494 -0.4358 0.7745 -0.3543 0.0180 0.0215 -0.1620 0.0204 -0.1702 -0.1267 -0.0102 -0.4932 0.1126 0.0021 -0.1163 -0.0603 -0.4988 0.1093 -0.0623 -0.0450 -0.0465 -0.6670 0.1873 0.2204 0.0735 0.0853 0.0807 0.0999 0.1095 0.0994 -0.1399 0.1221 0.1344 0.1321 0.0771 0.0853 0.0993 0.1358 0.1494 0.0726 0.0938 0.0425 0.0714 0.0869 -0.1262 0.1350 0.0647 0.0729 0.0973 0.0930 0.0718 0.1044 0.1316 0.0297 0.1030 0.0789 0.1246 0.1363 0.1276 0.0284 0.0882 0.0697 0.0802 0.0790 0.0978 0.0650 0.0881 0.0659 0.0966 0.0839 0.0833 0.1052 -2.0427 0.5647 0.5680 0.5495 0.5515 -0.4399 -0.0745 -0.3142 0.1457